This record from OMol25 describes a single C4H8ClN molecule at a distorted geometry. The level of theory is ωB97M-V with the def2-TZVPD basis set.

Geometry as XYZ:
```
14
Properties=species:S:1:pos:R:3:lowdin_charge:R:1
Cl 2.25651 0.27892 -0.00397 0.656
N -0.71561 2.14315 0.04261 0.099
C 0.52873 -0.05292 -0.08947 -0.938
C -0.02412 -0.32236 -1.46942 -0.114
C -0.16613 1.16576 0.58762 -0.312
C 0.13164 -1.23610 0.86058 -0.136
H 0.51221 -2.22615 0.42932 0.095
H -0.97948 -1.26447 0.68639 0.082
H 0.39743 -1.21165 2.04135 0.129
H -0.02678 0.52630 -2.10637 0.066
H -1.02971 -0.59554 -1.23072 0.065
H -0.10214 1.03470 1.67235 0.103
H 0.27536 -1.20229 -2.09082 0.103
H -1.05789 2.96266 0.67057 0.102
```

## Properties
Energy relative to the best compared isomer or geometry (same formula, charge and spin), kcal/mol: 14.5
Multiplicity: 1
Frontier orbital gap, eV: 10.7448
Highest occupied orbital energy, Ha: -0.362
Structure (SMILES): [H]/N=C/C(C)(C)Cl
Molecular weight, g/mol: 105.6


This record from OMol25 describes a molecular structure, C4H8ClN at a distorted geometry. The level of theory is ωB97M-V with the def2-TZVPD basis set.

Geometry as XYZ:
```
14
Properties=species:S:1:pos:R:3:lowdin_charge:R:1
Cl 3.64586 -0.39209 -0.18907 0.514
N -1.44206 -1.17633 0.25721 -0.108
C 2.07115 0.08746 0.52812 -0.548
C -0.31454 0.92219 0.29814 -0.210
C -1.31495 -0.08329 -0.56143 -0.382
C 1.08674 0.52222 -0.22181 -0.261
H -0.57840 -0.13701 -1.79368 0.155
H -2.45957 0.26204 -0.81334 0.143
H -0.67964 0.96228 1.35463 0.105
H -0.53263 2.01775 0.08373 0.107
H -2.04090 -1.94235 -0.12067 0.077
H 0.95206 0.61776 -1.32323 0.087
H 1.99047 -0.04610 1.65750 0.098
H -0.38361 -1.61453 0.84390 0.224
```

## Properties
Energy relative to the best compared isomer or geometry (same formula, charge and spin), kcal/mol: 80.9
Multiplicity: 1
Frontier orbital gap, eV: 9.7754
Highest occupied orbital energy, Ha: -0.323
Molecular weight, g/mol: 105.6


This record from OMol25 describes a single C4H8ClN3 molecule at a distorted geometry. The level of theory is ωB97M-V with the def2-TZVPD basis set.

Geometry as XYZ:
```
16
Properties=species:S:1:pos:R:3:lowdin_charge:R:1
Cl 2.02345 -1.08334 -0.90341 0.606
N -1.14754 -0.64160 -1.49879 0.028
N -1.73711 1.36901 1.31410 0.039
N -0.35729 1.14219 1.49715 -0.036
C -1.04633 -0.29933 -0.12935 -0.404
C 1.50175 -0.04463 0.41518 -0.578
C 0.14114 0.59116 0.24956 -0.407
C -2.14875 0.55779 0.42006 -0.121
H 2.19414 0.84928 0.51672 0.098
H 0.25668 1.39086 -0.48588 0.146
H -0.89715 -1.21462 0.55091 0.168
H -2.06011 -1.14972 -1.72234 0.116
H -0.36441 -1.18158 -1.80902 0.011
H -3.21612 0.40923 0.24007 0.115
H 0.11518 2.00863 1.77539 0.127
H 1.57987 -0.61244 1.37219 0.090
```

## Properties
Energy relative to the best compared isomer or geometry (same formula, charge and spin), kcal/mol: 28.6
Multiplicity: 1
Frontier orbital gap, eV: 10.0070
Highest occupied orbital energy, Ha: -0.333
Structure (SMILES): N[C@@H]1C=NN[C@H]1CCl
Molecular weight, g/mol: 133.6


This record from OMol25 describes a single C4H8ClN3 molecule at a distorted geometry. The level of theory is ωB97M-V with the def2-TZVPD basis set.

Geometry as XYZ:
```
16
Properties=species:S:1:pos:R:3:lowdin_charge:R:1
Cl -0.93133 -2.33585 1.33963 0.586
N -1.58378 0.43436 -2.11178 0.004
N -1.08970 0.13577 -0.88502 -0.089
N 0.99772 1.18831 -1.14738 0.128
C 1.95297 -0.12853 1.13068 0.098
C 0.64903 -0.16665 0.82085 -0.321
C -0.36462 -0.70606 1.74806 -0.567
C 0.22791 0.42037 -0.47780 -0.400
H -1.75321 1.43037 -2.07597 0.086
H 2.35693 -0.60353 2.04132 0.085
H -1.42630 -0.73176 -0.49439 0.065
H -1.26549 -0.09328 1.79311 0.079
H 2.67903 0.26219 0.44292 0.063
H 0.56631 1.46680 -2.02941 0.029
H -0.94099 0.23290 -2.87576 0.086
H -0.07449 -0.80541 2.78093 0.067
```

## Properties
Energy relative to the best compared isomer or geometry (same formula, charge and spin), kcal/mol: 33.1
Multiplicity: 1
Frontier orbital gap, eV: 9.8571
Highest occupied orbital energy, Ha: -0.341
Structure (SMILES): [H]/N=C(\NN)C(=C)CCl
Molecular weight, g/mol: 133.6


This record from OMol25 describes a molecular structure, C4H8ClNS at a distorted geometry. The level of theory is ωB97M-V with the def2-TZVPD basis set.

Geometry as XYZ:
```
15
Properties=species:S:1:pos:R:3:lowdin_charge:R:1
Cl -3.56844 -0.66360 -0.07767 0.390
S 0.84639 -1.01375 -0.81653 0.828
N 0.28199 1.75688 0.10848 -0.075
C -0.99425 1.02352 -0.35354 -0.401
C 2.24958 -1.07999 0.51994 -0.376
C -1.74144 -1.33371 0.11830 -0.320
C -0.72700 -0.37525 -0.21411 -0.693
H -1.30793 1.28659 -1.44002 0.129
H -0.10123 2.75803 0.12492 0.073
H 0.82457 1.77039 -0.85609 0.086
H 3.10954 -1.63637 -0.11305 0.061
H 2.57732 -0.11361 0.90669 -0.004
H -1.79937 -2.41363 0.15107 0.044
H 2.29186 -1.64065 1.57254 0.072
H -1.94158 1.67514 0.36908 0.187
```

## Properties
Energy relative to the best compared isomer or geometry (same formula, charge and spin), kcal/mol: 79.7
Multiplicity: 1
Frontier orbital gap, eV: 9.3197
Highest occupied orbital energy, Ha: -0.340
Molecular weight, g/mol: 137.6


This record from OMol25 describes a single C4H8ClNS molecule at a distorted geometry. The level of theory is ωB97M-V with the def2-TZVPD basis set.

Geometry as XYZ:
```
15
Properties=species:S:1:pos:R:3:lowdin_charge:R:1
Cl -3.32907 -0.54414 -0.07681 0.634
S 0.81037 -1.22808 -0.83950 0.868
N 0.58589 1.68900 -0.25943 -0.032
C -0.72681 1.09639 -0.23858 -0.336
C 1.76940 -1.10017 0.68758 -0.395
C -0.66218 -0.37329 -0.37741 -0.659
C -1.72935 -1.15402 -0.26530 -0.610
H -1.63934 -2.22300 -0.27567 0.052
H -1.09715 1.33097 0.77407 0.127
H 2.80840 -1.45981 0.50480 0.045
H 1.34100 -1.75747 1.43054 0.025
H 1.04217 1.64543 -1.15996 0.064
H -1.43695 1.48701 -0.97107 0.109
H 1.80135 -0.08922 1.08874 0.025
H 0.46227 2.68040 -0.02200 0.083
```

## Properties
Energy relative to the best compared isomer or geometry (same formula, charge and spin), kcal/mol: 4.7
Multiplicity: 1
Frontier orbital gap, eV: 9.5270
Highest occupied orbital energy, Ha: -0.320
Structure (SMILES): CS/C(=C/Cl)CN
Molecular weight, g/mol: 137.6


What is the formula in the fifth record? C4H8ClNS


Which formula does entry 3 have? C4H8ClN3


molecular weight of number 6 (C4H8ClNS)? 137.6 g/mol